This record from the OMol25 dataset describes a structure of composition C26H41IN4O6S. The level of theory is ωB97M-V with the def2-TZVPD basis set.

Values from the calculation:
Kohn-Sham gap (eV): 8.0
Highest occupied orbital energy (eV): -8.39

Structure (XYZ):
```
79
Properties=species:S:1:pos:R:3:forces:R:3
C -2.230 2.727 3.049 -0.05 -0.29 -0.27
C -1.060 1.755 2.832 -0.57 0.38 -0.20
C -0.164 2.173 1.677 0.10 -0.08 0.21
I -1.287 2.194 -0.181 -0.03 0.07 -0.16
C 1.136 1.450 1.466 -0.03 0.15 0.01
C 1.329 0.117 1.247 -0.09 -0.19 0.01
C 0.157 -0.838 1.231 0.40 0.05 -0.22
C 0.032 -1.800 2.415 -0.28 0.00 0.07
C -0.183 -1.192 3.779 -0.04 -0.13 0.19
O 0.928 -0.322 4.060 0.15 -0.22 0.18
C 0.976 0.203 5.293 -0.30 0.03 0.24
C 2.253 0.954 5.542 -0.01 0.03 -0.33
O 0.078 0.099 6.095 0.23 -0.06 -0.22
C 2.653 -0.405 0.960 -0.64 -0.43 0.05
C 2.821 -1.829 0.491 -0.02 -0.07 -0.32
C 2.758 -1.904 -1.024 -0.01 0.00 0.17
N 3.363 -2.731 -1.760 0.01 0.05 -0.10
C 3.762 0.365 0.967 0.71 0.45 0.01
C 5.142 -0.149 0.670 0.19 0.24 -0.05
C 5.767 -1.008 1.791 0.19 -0.52 -0.24
N 6.474 -2.221 1.349 -0.13 0.12 -0.02
C 3.595 1.747 1.249 -0.09 0.04 0.13
N 4.562 2.666 1.317 0.01 0.13 0.02
S 3.836 4.060 1.639 0.24 0.04 -0.01
N 2.310 3.595 1.714 -0.08 0.06 0.00
C 2.296 2.279 1.478 -0.01 0.06 0.04
H -2.543 2.730 4.090 0.05 0.11 0.10
H -1.983 3.735 2.721 0.07 0.14 0.20
H -3.090 2.411 2.461 -0.04 0.05 -0.07
H -0.458 1.729 3.741 0.11 -0.12 -0.09
H -1.487 0.775 2.639 0.18 -0.01 0.19
H 0.088 3.217 1.826 -0.08 0.12 -0.15
H 0.239 -1.446 0.331 -0.17 -0.05 -0.06
H -0.761 -0.277 1.104 -0.10 -0.10 0.01
H -0.839 -2.427 2.212 0.01 -0.09 -0.03
H 0.886 -2.470 2.492 0.17 -0.02 -0.10
H -1.124 -0.654 3.871 0.11 0.06 -0.01
H -0.204 -1.977 4.536 0.02 -0.02 0.06
H 2.695 0.605 6.470 -0.01 0.06 0.11
H 2.018 2.013 5.627 -0.01 0.06 0.15
H 2.954 0.829 4.722 0.04 -0.07 -0.03
H 3.782 -2.238 0.799 -0.09 -0.04 0.11
H 2.044 -2.487 0.858 -0.11 -0.10 0.19
H 2.111 -1.164 -1.498 -0.05 0.00 -0.12
H 3.939 -3.360 -1.196 0.03 -0.03 0.01
H 5.778 0.721 0.522 0.07 0.02 -0.14
H 5.150 -0.699 -0.272 -0.07 -0.12 0.01
H 6.495 -0.409 2.333 -0.13 0.15 0.20
H 4.993 -1.333 2.485 0.02 0.12 0.19
H 5.834 -2.997 1.245 -0.01 -0.02 -0.04
H 6.909 -2.077 0.446 0.10 0.01 0.02
O -1.820 -0.046 -4.777 -0.03 -0.07 -0.02
C -2.187 1.091 -4.889 -0.07 0.10 -0.13
O -2.865 1.648 -3.867 0.07 -0.10 0.18
C -3.222 3.033 -3.821 -0.12 0.16 -0.01
C -4.524 3.304 -4.545 0.00 -0.10 -0.07
C -1.971 1.883 -6.158 0.21 0.11 0.11
H -2.404 3.654 -4.189 0.00 -0.02 -0.03
H -3.332 3.253 -2.760 0.03 -0.05 0.02
H -4.449 3.078 -5.609 0.03 0.05 -0.01
H -4.807 4.351 -4.436 0.01 0.01 0.02
H -5.318 2.684 -4.128 -0.01 0.03 0.03
H -2.776 1.644 -6.852 -0.02 -0.01 -0.01
H -1.030 1.564 -6.598 -0.04 -0.10 -0.02
H -1.938 2.960 -6.016 -0.08 -0.02 -0.01
O -1.963 -2.351 -0.419 0.02 -0.07 0.16
C -2.634 -2.414 -1.415 0.09 -0.01 -0.17
O -3.975 -2.385 -1.279 0.00 0.08 0.09
C -4.857 -2.280 -2.399 -0.10 0.00 -0.14
C -5.162 -3.630 -3.014 0.08 -0.06 0.06
C -2.019 -2.575 -2.783 -0.09 0.13 -0.02
H -4.464 -1.573 -3.130 0.04 -0.01 0.00
H -5.766 -1.842 -1.989 0.01 -0.01 0.05
H -4.265 -4.098 -3.420 0.00 0.04 -0.04
H -5.887 -3.522 -3.822 -0.01 0.01 0.00
H -5.577 -4.300 -2.261 -0.03 0.01 0.00
H -1.830 -3.636 -2.947 0.00 -0.03 0.02
H -1.071 -2.046 -2.792 0.04 -0.05 0.04
H -2.620 -2.189 -3.599 0.01 -0.04 0.01
```
Forces are in eV/Å.

This record from the OMol25 dataset describes a structure of composition C35H41I2N7O2STc. The level of theory is ωB97M-V with the def2-TZVPD basis set.

Values from the calculation:
Relative energy (zero: lowest compared OMol25 entry of this formula, charge and spin) (kcal per mole): 13.5
Kohn-Sham gap (spin up / spin down) (eV): 6.6 / 3.6
Highest occupied orbital energy (spin up / spin down) (eV): -17.30 / -17.30
Multiplicity: 2
Charge: +4
Expectation value of S²: 0.767

Structure (XYZ):
```
89
Properties=species:S:1:pos:R:3:forces:R:3
Tc -0.055 0.142 -0.191 -0.06 -0.57 0.01
N -4.036 -0.746 -1.408 -0.10 -0.03 0.07
C -3.827 -2.070 -1.040 -0.04 -0.01 -0.05
C -4.694 -3.156 -1.077 0.04 -0.01 0.04
C -4.171 -4.365 -0.676 -0.01 -0.01 0.00
C -2.832 -4.473 -0.263 -0.04 0.00 -0.01
C -1.985 -3.386 -0.227 -0.01 0.04 0.02
C -2.497 -2.148 -0.618 0.04 0.11 0.05
N -1.929 -0.852 -0.704 -0.20 0.12 -0.30
C -2.904 -0.083 -1.196 0.10 -0.06 0.10
C -2.614 1.300 -1.485 0.07 -0.04 0.02
C -3.370 2.308 -1.996 -0.02 0.02 0.00
S -2.433 3.727 -2.105 -0.06 0.05 -0.01
C -1.098 2.906 -1.471 -0.01 -0.10 0.02
N -1.315 1.642 -1.186 0.01 0.41 0.00
H -4.906 -0.357 -1.739 0.01 -0.02 -0.01
H -5.721 -3.062 -1.402 0.00 0.01 -0.01
H -4.797 -5.246 -0.687 0.01 0.00 0.00
H -2.459 -5.449 0.020 0.01 0.01 0.00
H -0.954 -3.493 0.057 0.02 -0.04 0.03
H -4.405 2.295 -2.302 0.01 0.00 -0.01
H -0.164 3.414 -1.287 -0.01 0.00 0.01
O 1.819 0.194 0.899 -0.03 0.29 -0.05
C 1.965 1.014 2.077 0.06 -0.08 -0.04
C 0.788 1.933 2.168 -0.15 -0.03 -0.01
C 0.758 2.951 3.102 -0.04 -0.02 0.05
C -0.406 3.685 3.263 0.00 0.02 0.02
C -1.512 3.349 2.497 -0.01 0.02 0.01
C -1.400 2.340 1.567 0.13 -0.09 0.04
N -0.257 1.647 1.366 0.04 0.26 -0.07
H 2.573 0.271 0.300 0.09 -0.12 0.15
H 2.921 1.537 2.065 -0.02 0.04 -0.04
H 1.964 0.343 2.939 0.03 0.03 0.03
H 1.631 3.151 3.711 0.00 0.00 0.00
H -0.455 4.486 3.989 0.00 0.00 0.00
H -2.458 3.858 2.620 0.00 0.00 0.00
H -2.254 2.044 0.978 -0.01 0.03 0.00
C -0.199 -3.919 2.782 0.06 0.01 -0.05
N 1.254 -3.564 2.815 0.00 -0.05 -0.04
C 2.085 -4.815 2.753 -0.01 0.10 0.06
C 1.642 -2.422 1.873 0.02 -0.02 0.03
C 1.514 -2.658 0.381 0.08 0.04 -0.16
C 2.245 -3.707 -0.186 -0.02 -0.10 0.00
C 2.117 -4.056 -1.519 0.01 -0.01 0.03
C 1.237 -3.344 -2.315 -0.03 0.01 0.00
C 0.571 -2.248 -1.785 0.10 -0.13 -0.04
C 0.736 -1.829 -0.458 0.04 -0.01 0.29
H -0.450 -4.423 3.712 0.00 -0.02 -0.01
H -0.367 -4.591 1.947 -0.02 0.01 -0.05
H -0.794 -3.015 2.678 -0.01 0.00 0.01
H 1.440 -3.177 3.743 -0.08 0.04 0.00
H 1.864 -5.339 1.830 -0.01 -0.03 0.03
H 1.806 -5.433 3.603 0.02 -0.01 0.00
H 3.138 -4.551 2.817 0.01 -0.01 -0.02
H 2.667 -2.177 2.160 0.02 -0.01 -0.03
H 0.985 -1.612 2.182 0.00 0.02 0.01
H 2.944 -4.268 0.420 0.00 0.01 -0.02
H 2.681 -4.888 -1.920 0.02 0.02 0.00
H 1.073 -3.635 -3.344 -0.01 -0.02 0.01
H -0.143 -1.741 -2.428 0.00 0.03 -0.01
I -1.949 -0.324 3.829 0.06 -0.08 -0.06
I -3.748 0.066 5.741 -0.01 -0.02 0.04
C 2.038 -1.341 -7.395 0.07 -0.18 0.10
C 1.717 0.164 -7.468 -0.22 0.22 0.01
N 1.348 0.710 -6.167 -0.28 -0.20 -0.69
C -0.036 1.061 -5.916 0.01 0.19 0.12
C -0.932 -0.180 -5.808 0.01 -0.18 -0.04
C 2.388 0.920 -5.232 0.61 0.13 0.69
O 3.525 0.731 -5.575 -0.28 0.02 -0.17
C 2.117 1.423 -3.837 -0.01 -0.01 -0.01
C 2.868 2.518 -3.421 0.05 0.01 0.00
C 2.793 2.900 -2.094 0.06 -0.02 -0.03
C 2.018 2.152 -1.230 -0.01 -0.13 -0.03
N 1.315 1.062 -1.605 -0.24 0.33 -0.22
C 1.346 0.736 -2.911 0.19 -0.19 0.20
H 2.299 -1.662 -8.403 -0.01 0.05 -0.01
H 1.175 -1.917 -7.064 0.00 0.03 -0.01
H 2.889 -1.527 -6.744 0.01 0.00 -0.01
H 0.886 0.361 -8.142 0.00 -0.04 0.01
H 2.604 0.702 -7.809 0.07 -0.02 0.04
H -0.361 1.673 -6.763 0.02 -0.02 -0.04
H -0.087 1.672 -5.016 0.04 -0.05 -0.01
H -0.988 -0.716 -6.754 0.00 0.01 -0.01
H -1.939 0.147 -5.550 0.05 0.03 -0.02
H -0.571 -0.869 -5.042 -0.03 0.04 0.01
H 3.506 3.046 -4.120 0.00 0.01 0.01
H 3.347 3.751 -1.721 -0.01 0.01 -0.01
H 1.953 2.440 -0.190 -0.07 -0.01 0.02
H 0.801 -0.151 -3.196 -0.11 0.01 0.04
```
Forces are in eV/Å.

no.,energy (Eh)
1,-2381.6827
2,-2965.0835